A 5-piece molecular cluster, C35H58BrIN4O7 overall in a non-equilibrium geometry, computed with the ωB97M-V functional and the def2-TZVPD basis.

Frontier orbital gap   8.05 eV
DFT total energy   -4985.79971 hartree
Total charge   0
Molar mass   853.68 g/mol
SMILES string   C[C@H](Br)Cc1cccc2c1C(=O)c1c(CC(=O)I)cccc1C2=O.COC[C@@H](C)N.COC[C@@H](C)N.COC[C@@H](C)N.COC[C@@H](C)N

Element x y z (Å)
1 I 3.590 -5.336 4.428
2 Br -2.835 -4.178 3.239
3 O 4.596 -4.845 1.747
4 O 1.986 4.483 -3.714
5 O -0.859 -2.202 -1.995
6 O -2.862 2.303 -0.902
7 O 3.345 1.592 2.715
8 O -7.083 -5.796 1.091
9 O 0.572 -3.510 2.655
10 N 3.447 5.493 -6.000
11 N -5.635 -3.497 0.122
12 N 4.360 3.992 1.432
13 N -2.285 5.076 -0.372
14 C 3.739 -2.537 -0.016
15 C -0.393 -2.062 -0.898
16 C 1.983 -2.145 -1.633
17 C 5.056 2.710 1.292
18 C -1.197 -1.579 0.253
19 C 4.785 2.144 -0.096
20 C 4.724 1.731 2.425
21 C 3.334 -2.277 -1.326
22 C 2.809 -2.699 1.013
23 C 0.400 -2.749 1.733
24 C -1.546 -1.454 2.659
25 C 2.245 5.868 -3.846
26 C -2.997 -0.266 1.122
27 C -1.965 -3.113 4.613
28 C -3.082 1.960 -2.259
29 C -2.612 -0.588 2.417
30 C 2.624 0.718 1.867
31 C -1.544 2.704 -0.599
32 C -0.815 -1.920 1.562
33 C -1.045 -3.953 5.474
34 C 3.318 -2.956 2.403
35 C 3.930 -4.321 2.550
36 C 1.050 -2.283 -0.615
37 C 1.455 -2.579 0.692
38 C 4.799 5.984 -4.035
39 C -2.306 -0.766 0.028
40 C -1.231 -1.851 4.074
41 C -1.065 4.474 -2.393
42 C 2.743 3.820 -2.724
43 C -5.209 -4.852 -0.240
44 C -1.255 4.181 -0.908
45 C -5.615 -5.140 -1.681
46 C -7.977 -6.411 0.183
47 C 3.457 6.213 -4.723
48 C -5.711 -5.905 0.763
49 H -5.267 -3.266 1.042
50 H 3.349 4.502 -5.797
51 H -2.199 1.490 -2.701
52 H 2.223 1.242 0.996
53 H -2.778 -2.776 5.241
54 H 5.593 6.482 -4.591
55 H 3.691 3.451 -3.122
56 H 2.329 6.333 -2.855
57 H -0.823 2.042 -1.100
58 H 6.130 2.908 1.358
59 H 4.796 6.384 -3.019
60 H 4.788 -2.609 0.217
61 H -0.314 4.422 -0.401
62 H 5.174 2.107 3.347
63 H 4.099 -2.167 -2.078
64 H -6.643 -3.514 0.250
65 H -8.877 -6.675 0.737
66 H 2.935 4.466 -1.863
67 H -4.116 -4.874 -0.199
68 H -0.477 -3.265 6.100
69 H -1.426 2.549 0.478
70 H -5.176 -5.756 1.703
71 H -2.341 4.963 0.636
72 H -7.549 -7.324 -0.243
73 H 2.603 5.730 -6.514
74 H 5.167 1.124 -0.190
75 H 2.585 -2.794 3.176
76 H -0.413 3.741 -2.869
77 H 3.368 3.796 1.538
78 H -2.607 -0.512 -0.974
79 H -0.331 -4.509 4.879
80 H -5.480 -6.922 0.420
81 H 3.721 2.132 -0.329
82 H 5.276 2.758 -0.849
83 H 4.626 4.428 2.311
84 H -3.174 -0.200 3.252
85 H -5.030 -4.524 -2.364
86 H -0.160 -1.936 4.213
87 H -5.442 -6.187 -1.939
88 H -6.666 -4.912 -1.862
89 H -0.609 5.454 -2.528
90 H 5.056 4.926 -3.986
91 H -2.016 4.486 -2.928
92 H -1.556 -1.037 4.717
93 H 3.383 7.281 -4.947
94 H 2.161 2.958 -2.392
95 H 5.169 0.746 2.226
96 H 1.670 -1.920 -2.639
97 H -3.366 2.832 -2.853
98 H -3.909 1.249 -2.289
99 H -3.843 0.381 0.956
100 H 3.242 -0.120 1.533
101 H -3.186 4.751 -0.713
102 H -8.263 -5.733 -0.625
103 H 1.780 0.325 2.438
104 H -1.596 -4.602 6.145
105 H 4.141 -2.264 2.598
106 H 1.353 6.284 -4.322

Atomic forces in eV per Å
-0.109 0.116 0.164
-0.059 -0.207 -0.097
0.749 -0.639 -0.942
0.075 0.031 -0.006
-0.263 0.019 -0.805
-0.032 -0.120 -0.150
-0.005 -0.053 -0.084
-0.024 -0.080 -0.070
-0.119 -0.359 0.531
-0.183 0.027 0.055
0.028 -0.064 0.160
0.002 -0.084 0.146
0.029 -0.176 0.146
-0.506 0.107 -0.255
0.188 0.132 0.549
0.412 -0.146 0.255
-0.197 -0.003 -0.102
-0.370 0.307 0.347
0.092 -0.032 -0.120
0.106 -0.002 0.183
0.006 -0.058 0.529
0.038 -0.093 -0.528
0.086 0.117 -0.417
-0.004 0.043 -0.012
-0.137 0.154 -0.090
0.032 -0.026 0.047
0.508 0.313 0.282
-0.210 -0.019 0.065
0.046 -0.296 -0.391
-0.088 0.133 0.133
0.123 0.085 0.206
-0.234 0.249 -0.209
0.089 0.230 0.053
-0.082 0.437 0.289
-0.473 0.118 0.593
0.359 -0.012 0.029
0.056 0.087 -0.040
0.060 0.093 0.040
0.317 -0.348 0.432
-0.334 0.108 -0.140
0.056 -0.010 -0.015
-0.090 -0.124 -0.022
-0.198 -0.027 -0.069
-0.086 0.049 -0.184
0.091 0.008 -0.090
-0.057 0.080 0.113
0.112 -0.188 0.037
0.201 0.078 0.086
0.092 0.039 -0.065
0.079 -0.004 -0.016
0.025 0.027 -0.015
0.034 -0.077 -0.081
-0.339 0.047 -0.091
-0.016 -0.026 -0.041
0.078 0.031 0.084
0.079 -0.013 0.006
0.017 0.062 -0.066
0.019 -0.016 0.075
-0.010 -0.024 0.001
0.189 -0.026 -0.008
0.020 -0.025 0.028
-0.053 0.011 0.009
-0.042 0.044 -0.201
-0.006 0.028 -0.066
0.022 0.002 0.025
0.061 0.011 0.020
0.013 -0.038 0.082
0.088 0.062 0.129
-0.076 -0.011 -0.002
-0.050 0.033 0.059
0.052 0.080 -0.012
0.022 0.004 -0.038
0.069 0.057 -0.039
-0.023 0.001 0.008
-0.139 -0.003 0.027
0.004 0.007 -0.004
-0.007 0.022 -0.066
0.011 -0.057 -0.168
0.038 -0.157 -0.112
-0.029 0.020 -0.096
-0.056 -0.014 0.036
-0.015 0.049 -0.016
0.060 0.049 -0.071
-0.055 0.080 0.133
-0.014 0.038 0.024
0.102 -0.276 0.010
-0.017 0.002 0.015
-0.029 -0.007 0.047
-0.025 0.016 0.041
-0.048 -0.027 0.001
-0.023 -0.013 0.055
-0.012 0.195 0.111
-0.064 0.020 0.013
-0.021 0.005 0.004
-0.014 -0.012 -0.064
-0.171 -0.010 -0.091
0.077 -0.037 -0.054
0.006 -0.008 0.027
-0.079 0.142 -0.006
0.039 0.037 -0.065
0.009 0.066 -0.060
0.028 -0.062 -0.071
0.026 0.006 0.028
-0.106 -0.283 -0.090
0.187 0.031 0.052
-0.010 -0.054 -0.013

Atomic partial charges in e from the Mulliken method, atoms 1 to 2:
1. I -0.0321
2. Br -0.2098



C35H58OP2Re as an isolated structure in a non-equilibrium geometry, computed with the ωB97M-V functional and the def2-TZVPD basis.

Frontier orbital gap (alpha / beta)   4.72 / 4.67 eV
DFT total energy   -2203.78189 hartree
Total charge   +2
Energy above the lowest of the compared OMol25 structures with the same formula, charge and spin   5.2394 eV
<S²>   3.8075
Multiplicity   4
Molar mass   743.00 g/mol

Element x y z (Å)
1 Re -1.184 -2.782 -1.451
2 P 0.651 -2.724 -2.649
3 P -1.505 -1.247 -4.117
4 O 1.557 1.419 2.214
5 C 3.386 4.213 3.564
6 C -3.981 2.043 -1.791
7 C -1.337 0.504 -4.976
8 C 2.560 3.599 0.197
9 C -3.554 -2.767 0.713
10 C -0.468 2.947 -1.674
11 C -3.608 1.780 -0.288
12 C 0.352 -1.479 -3.924
13 C -1.534 -4.265 0.023
14 C -2.093 -3.018 0.483
15 C -2.828 2.992 0.286
16 C 3.344 2.418 5.175
17 C -2.227 4.033 -0.367
18 C -1.351 -2.034 -5.815
19 C -2.689 1.873 -2.487
20 C -1.014 -0.725 1.276
21 C 2.498 1.679 4.378
22 C -1.421 4.150 -1.638
23 C 3.810 3.669 4.782
24 C 1.982 4.209 1.470
25 C 0.208 -2.751 0.285
26 C 0.895 -5.158 -0.414
27 C 2.535 3.530 2.729
28 C 2.364 -2.164 -2.272
29 C 0.458 4.201 1.495
30 C 1.936 0.360 4.868
31 C 1.559 -2.237 0.675
32 C -1.017 -2.055 0.562
33 C -2.253 -5.473 -0.426
34 C 1.036 0.548 6.096
35 C 3.048 -0.642 5.209
36 C 2.144 2.157 3.051
37 C 0.661 -4.264 -3.661
38 C -0.115 -4.102 -0.068
39 C -1.436 1.894 -1.959
40 H 0.936 -5.902 0.393
41 H -1.591 0.071 0.790
42 H -1.005 0.953 -1.670
43 H 1.744 -2.345 1.758
44 H -4.590 1.585 0.275
45 H 1.919 -4.780 -0.525
46 H 0.571 -0.402 6.389
47 H 2.040 3.968 -0.691
48 H 2.891 -1.787 -3.173
49 H 0.635 -5.716 -1.319
50 H 3.712 5.216 3.259
51 H -2.999 0.848 -0.205
52 H -0.355 0.967 -4.782
53 H 2.328 5.249 1.528
54 H -3.133 -5.131 -0.965
55 H -2.334 -2.174 -6.221
56 H -3.189 3.235 1.314
57 H 1.285 -4.029 -4.527
58 H -4.100 -2.872 -0.244
59 H 4.475 4.248 5.423
60 H -1.496 0.531 -6.077
61 H 2.331 -1.340 -1.517
62 H 3.619 3.865 0.111
63 H 0.781 -0.516 -3.652
64 H 0.005 -0.365 1.436
65 H 0.098 4.550 2.468
66 H 3.677 -0.823 4.329
67 H -1.593 -6.080 -1.038
68 H -2.057 4.210 -2.549
69 H 0.035 2.784 -0.717
70 H 0.320 3.039 -2.441
71 H 2.875 -3.059 -1.883
72 H 1.332 -0.062 4.057
73 H 2.368 -2.750 0.154
74 H 1.637 -1.163 0.490
75 H 2.623 -1.602 5.535
76 H -4.486 3.010 -1.940
77 H 3.648 2.012 6.145
78 H -0.828 5.071 -1.595
79 H 1.085 -5.069 -3.042
80 H 0.240 1.269 5.879
81 H -2.819 1.163 -3.333
82 H 0.832 -1.828 -4.862
83 H 2.478 2.506 0.238
84 H 1.623 0.925 6.944
85 H 0.093 3.182 1.358
86 H -1.480 -0.858 2.267
87 H -3.701 -1.752 1.112
88 H -2.594 -6.112 0.409
89 H -0.838 -3.003 -5.746
90 H -4.638 1.227 -2.148
91 H -2.048 1.264 -4.633
92 H -0.759 -1.426 -6.523
93 H -4.019 -3.482 1.421
94 H -2.272 5.000 0.163
95 H -0.377 -4.457 -3.934
96 H 0.015 4.849 0.737
97 H 3.680 -0.244 6.016

Atomic forces in eV per Å
-0.181 0.865 -0.843
2.018 0.649 -2.159
2.345 0.987 -2.380
0.114 0.375 0.427
-0.231 0.418 -0.576
-0.027 -0.084 1.041
-0.651 0.816 0.090
0.271 -0.249 0.026
-0.292 0.050 -0.015
-1.673 1.231 -0.277
-0.340 0.050 0.381
-0.260 0.464 -0.261
0.057 0.349 0.613
-0.190 -0.349 1.134
-1.561 1.319 -0.373
-0.026 -0.310 0.410
-0.855 0.100 1.333
-0.371 -0.870 0.040
-1.331 -1.610 -0.790
-0.515 -0.008 0.211
-0.032 -0.532 0.384
0.427 0.938 0.328
0.198 0.152 0.048
0.384 0.059 0.542
-0.526 -0.159 0.780
-0.058 -0.632 0.321
-0.056 0.315 -0.548
0.138 -0.472 0.355
-0.019 -0.112 0.329
0.043 -0.377 0.015
0.262 0.281 -0.137
-0.385 0.177 1.459
-0.460 -0.445 0.771
-0.099 0.299 -0.071
0.127 0.042 -0.219
-0.037 0.075 -0.220
1.106 0.668 0.562
0.430 0.115 -0.322
2.435 -0.583 0.138
0.013 0.149 -0.085
0.231 -0.280 -0.020
0.022 -1.407 -0.679
-0.387 -0.202 -0.338
1.585 0.532 -0.555
-0.342 0.103 -0.029
0.156 0.182 -0.068
0.081 0.091 0.018
-0.463 -0.458 0.372
-0.024 0.099 0.272
-0.130 -0.419 0.268
-0.756 0.416 -0.199
-0.178 -0.477 0.011
-0.143 -0.118 -0.036
-0.211 -0.438 -0.268
-0.479 -0.246 -0.477
0.463 -0.130 -0.867
-0.111 -0.582 -0.149
-0.011 0.148 0.461
-0.157 -0.225 -0.130
0.199 -0.658 0.774
0.043 -0.856 -0.683
-0.171 -0.130 -0.104
0.205 -0.104 0.218
-0.222 0.071 -0.009
-0.054 -0.011 -0.102
-0.008 -0.010 0.230
-0.193 -0.068 -0.272
0.450 -0.110 0.295
-0.015 -0.116 -0.077
-0.321 -0.326 -0.068
0.340 0.628 0.032
0.078 0.119 0.070
-0.139 0.120 0.245
0.132 -0.090 -0.076
0.101 0.287 -0.033
0.163 -0.164 0.186
-0.133 0.202 -0.331
-0.367 -0.044 -0.007
-0.245 0.196 -0.679
0.076 -0.095 0.147
0.275 0.254 0.998
-0.308 0.524 0.356
-0.008 0.197 -0.119
-0.188 -0.087 -0.129
-0.081 0.037 0.039
0.239 0.056 -0.240
-0.067 -0.303 -0.213
0.108 0.295 -0.262
-0.444 0.146 0.072
0.178 0.621 -0.061
0.296 -0.373 -0.444
-0.275 -0.062 0.713
0.416 0.305 -0.304
0.390 -0.766 0.146
0.106 -0.230 -0.106
0.206 0.034 -0.067
-0.100 -0.226 -0.182

Atomic partial charges in e from the Mulliken method, atoms 1 to 2:
1. Re 0.8712
2. P 1.3356